(1)
Here is C10H21ClF3HfO5P2S as an isolated structure at a distorted geometry from the Open Molecules 2025 dataset. Energies are from wB97M-V/def2-TZVPD.

Geometry (Å):
1 C 0.385 -0.268 -4.735
2 C 1.138 -0.178 -3.535
3 H 1.044 -0.190 -5.629
4 H -0.363 0.539 -4.763
5 H -0.166 -1.225 -4.761
6 O 1.856 -0.156 -2.626
7 Cl -1.696 -0.329 -1.694
8 Hf -0.451 -0.080 0.253
9 P 0.020 2.459 -0.160
10 C 1.247 3.481 0.666
11 C 0.021 2.986 -1.902
12 H 0.056 4.082 -1.951
13 H -1.463 4.310 0.286
14 H -0.894 2.629 -2.394
15 H -2.374 2.774 0.065
16 H 2.255 3.276 0.296
17 H 0.893 2.581 -2.434
18 C -1.492 3.239 0.520
19 H 1.004 4.536 0.493
20 H -1.536 3.108 1.611
21 H 1.224 3.297 1.743
22 P 0.127 -2.697 0.114
23 C 1.474 -3.388 1.091
24 C -1.322 -3.545 0.824
25 H -0.516 -2.990 -2.184
26 H 0.165 -4.496 -1.448
27 H 1.264 -3.158 -1.972
28 C 0.280 -3.407 -1.548
29 H -2.199 -3.320 0.208
30 H -1.145 -4.628 0.824
31 H 1.366 -4.474 1.136
32 H 1.446 -2.980 2.104
33 H -1.512 -3.197 1.847
34 H 2.437 -3.137 0.645
35 C 1.736 -0.026 0.561
36 O 2.817 0.026 0.998
37 F -0.363 1.005 5.237
38 C -0.737 1.288 3.970
39 F -1.811 2.091 4.036
40 F 0.265 1.997 3.355
41 S -1.098 -0.268 2.987
42 O 0.249 -0.558 2.347
43 O -1.739 -1.312 3.716
44 O -1.892 0.301 1.804

The calculation puts the energy above the lowest of the compared OMol25 structures with the same formula, charge and spin at 0.0 kJ/mol. The value obtained for the LUMO energy is -11.69 eV. As for the multiplicity: 1. Its net charge is +3.

***

(2)
Here is one molecule with the formula C16H14ClNO3 at a distorted geometry from the Open Molecules 2025 dataset. Energies are from wB97M-V/def2-TZVPD.

Geometry (Å):
1 O -1.727 -2.263 1.614
2 C -1.462 -1.293 0.932
3 N -1.184 -1.385 -0.392
4 H -0.918 -0.558 -0.900
5 C -0.978 -2.654 -1.045
6 H -1.565 -3.397 -0.500
7 H -1.340 -2.582 -2.073
8 C 0.508 -3.065 -1.032
9 C 1.352 -1.981 -1.635
10 C 1.503 -1.878 -3.013
11 C 2.223 -0.839 -3.574
12 C 2.794 0.116 -2.749
13 C 2.657 0.034 -1.373
14 C 1.939 -1.014 -0.826
15 H 1.834 -1.084 0.247
16 H 3.108 0.781 -0.738
17 Cl 3.690 1.423 -3.444
18 H 2.341 -0.768 -4.644
19 H 1.057 -2.623 -3.656
20 H 0.616 -3.994 -1.592
21 H 0.807 -3.241 0.002
22 C -1.466 0.097 1.481
23 C -2.306 0.354 2.557
24 C -2.379 1.607 3.155
25 C -1.564 2.588 2.642
26 C -0.700 2.331 1.574
27 C -0.630 1.101 0.971
28 H 0.069 0.932 0.169
29 O 0.006 3.468 1.279
30 C -0.443 4.449 2.189
31 O -1.423 3.888 3.036
32 H 0.405 4.808 2.793
33 H -0.877 5.296 1.633
34 H -3.036 1.805 3.984
35 H -2.913 -0.457 2.928

The calculation puts the energy above the lowest of the compared OMol25 structures with the same formula, charge and spin at 51.6 kJ/mol. The value obtained for the LUMO energy is 0.68 eV. The SMILES is O=C(NCCc1ccc(Cl)cc1)c1ccc2c(c1)OCO2. As for the multiplicity: 1. Its net charge is 0.